# C30H40HgN6OS5

C30H40HgN6OS5 as an isolated structure (ωB97M-V/def2-TZVPD, the OMol25 dataset).

Calculated values
2S+1   2
Frontier orbital gap (spin up / spin down)   5.7 / 6.4 eV
Net charge   -1

```
83
Properties=species:S:1:pos:R:3:forces:R:3
Hg 0.050612 0.334565 -0.904389 0.0 0.0 -0.1
C 0.806428 -3.133957 1.655948 -0.3 0.3 0.0
N 0.113586 -1.855274 1.843644 0.0 -0.2 -0.3
C -1.333443 -1.986793 2.042252 0.2 0.1 0.0
C -2.190949 -2.353607 0.852542 -0.1 -0.2 -0.3
C -2.970888 -3.506957 0.907182 0.2 -0.1 0.0
C -3.765251 -3.850510 -0.171118 -0.1 -0.1 0.0
C -3.781852 -3.022316 -1.276053 -0.1 0.0 0.0
C -3.012038 -1.871084 -1.229801 0.0 0.3 0.0
N -2.248246 -1.526871 -0.200208 0.2 -0.3 0.4
C 0.638810 -1.106658 2.972098 -0.1 0.0 -0.2
C 2.090821 -0.690939 2.930689 0.2 0.0 -0.2
C 2.636181 -0.091538 4.068416 0.0 0.1 0.1
C 3.963584 0.292116 4.065177 0.0 0.0 0.0
C 4.728199 0.047378 2.932373 0.0 0.0 0.0
C 4.101456 -0.541825 1.848750 0.1 0.0 0.0
N 2.817441 -0.890943 1.835055 -0.1 -0.1 0.1
C 0.614164 -3.745011 0.286935 -0.1 0.1 0.0
C 0.075303 -5.013152 0.105365 0.0 -0.1 0.0
C -0.025138 -5.523654 -1.179170 0.0 0.1 0.0
C 0.390502 -4.741874 -2.244725 0.0 -0.1 0.0
C 0.900551 -3.480308 -1.970401 0.1 0.0 0.1
N 1.032891 -3.006250 -0.738649 0.0 0.2 0.0
H 0.522393 -3.862132 2.438540 0.0 0.0 0.0
H 1.869471 -2.921828 1.736944 0.0 -0.1 0.1
H -1.697758 -1.019065 2.384931 0.0 0.1 0.1
H -1.525483 -2.723826 2.843160 -0.1 0.0 0.0
H -2.938743 -4.144195 1.782523 0.1 0.0 0.0
H -4.362366 -4.754198 -0.144139 0.0 0.0 0.0
H -4.392459 -3.242015 -2.141311 0.0 0.0 0.0
H -3.027733 -1.164118 -2.053000 0.0 0.0 0.0
H 0.482580 -1.657963 3.920271 0.0 0.1 0.0
H 0.049821 -0.185899 3.031997 0.0 0.0 0.1
H 2.012032 0.084854 4.935937 0.0 0.0 0.0
H 4.406720 0.767413 4.931566 0.0 0.0 0.0
H 5.776864 0.310196 2.891144 0.0 0.0 0.0
H 4.658644 -0.767626 0.944995 0.0 0.1 0.0
H -0.259865 -5.592741 0.956681 0.0 0.0 0.0
H -0.430803 -6.514393 -1.344467 0.0 0.0 0.0
H 0.326987 -5.103732 -3.262303 0.0 0.0 0.0
H 1.234590 -2.819032 -2.764041 -0.1 0.0 0.0
C 3.012348 1.021837 -2.878704 -0.1 0.1 0.1
N 2.192886 2.178935 -3.176820 0.0 0.0 -0.2
C 1.867834 2.227869 -4.587574 0.0 0.0 0.1
C 2.800508 3.409994 -2.720416 -0.1 0.0 0.2
C 2.862510 3.550336 -1.200432 0.0 -0.1 -0.1
N 1.599264 3.348553 -0.522209 0.2 0.2 0.0
C 0.522539 4.167342 -1.037832 0.0 -0.2 0.0
C 1.767400 3.558521 0.900489 -0.1 -0.1 0.0
H 4.040869 1.131322 -3.273287 0.0 0.0 0.0
H 2.555622 0.137453 -3.322272 0.0 0.0 0.1
H 3.057039 0.869084 -1.802025 0.0 -0.1 0.0
H 2.764235 2.269404 -5.234000 0.0 0.0 0.0
H 1.252895 3.104278 -4.800263 0.0 0.0 0.0
H 1.293654 1.338622 -4.851896 0.0 0.0 -0.1
H 2.219038 4.243139 -3.121805 0.0 0.0 -0.1
H 3.835453 3.519095 -3.102443 0.0 0.0 0.0
H 3.283359 4.555888 -0.989644 0.0 0.0 0.0
H 3.564274 2.820110 -0.785520 0.1 0.1 0.0
H 0.750462 5.248878 -0.983665 0.0 0.0 0.0
H -0.373432 3.966563 -0.449277 0.0 0.0 0.0
H 0.318315 3.893801 -2.073169 0.0 0.0 0.0
H 2.056248 4.600874 1.136353 0.0 0.0 0.0
H 2.544941 2.893928 1.278470 0.0 0.0 0.0
H 0.834654 3.323114 1.414057 0.0 0.0 0.0
C -3.578504 2.040281 4.691543 -0.2 -0.2 -0.2
S -3.843696 0.429958 3.887571 0.2 0.0 -0.1
C -4.142848 0.885170 2.219228 0.0 -0.1 -0.1
C -3.247036 1.473336 1.369905 -0.4 0.0 0.0
S -1.664347 1.995000 1.671829 0.4 0.0 0.1
S -3.924777 1.789560 -0.243145 -0.1 -0.2 0.5
C -5.512669 1.145242 -0.002432 0.2 -0.1 0.2
S -6.685582 1.143985 -1.161435 -0.2 0.0 -0.2
S -5.737141 0.504197 1.581656 0.3 0.3 -0.2
H -3.091108 1.826111 5.641481 0.0 0.1 0.0
H -4.528497 2.543849 4.859427 0.0 0.0 0.0
H -2.925381 2.635076 4.056786 0.1 0.0 0.0
C -1.886232 1.533228 -3.582753 -0.1 0.1 -0.1
C -1.139968 0.257401 -3.312177 0.3 -0.3 -0.2
O -0.828618 -0.540949 -4.146440 0.0 0.2 0.2
H -1.314852 2.368555 -3.177479 0.0 0.0 0.1
H -2.832501 1.488965 -3.039384 0.0 0.1 0.0
H -2.076769 1.677858 -4.651640 0.0 -0.1 0.0
```
Forces are in eV/Å.

# C3H3O3Pt

C3H3O3Pt as an isolated structure in a non-equilibrium geometry (ωB97M-V/def2-TZVPD, the OMol25 dataset).

Calculated values
2S+1   4
Frontier orbital gap (spin up / spin down)   7.7 / 7.9 eV
Net charge   +2

```
10
Properties=species:S:1:pos:R:3:forces:R:3
O -2.556133 1.017459 0.982110 1.8 1.2 2.4
Pt 1.148233 1.415876 0.443813 10.0 -2.7 -4.1
O -0.409178 1.778375 1.122077 -7.7 3.4 5.4
C -1.529447 1.451673 1.307571 -3.8 -2.0 -3.4
O 0.564197 -1.281079 -0.184618 1.1 0.6 -2.5
C 1.617608 -0.571055 0.150671 -1.6 -0.4 1.0
H 2.344671 -1.196303 0.698082 0.0 0.5 -0.1
C -0.234353 -0.930478 -1.267005 0.6 -0.6 1.7
H -0.193803 0.113635 -1.584945 -0.1 -0.5 -0.3
H -0.751794 -1.798102 -1.667757 -0.2 0.4 0.0
```
Forces are in eV/Å.

no.,calculated total energy (eV)
1,-101098.0460
2,-12519.9103